*w*
H5N3S | wB97M-V/def2-TZVPD

Output
* orbital gap: 9.2 eV
* SMILES: NNSN

```
! RIJCOSX wB97M-V def2-TZVPD def2/J DEFGRID3
* xyz 0 1
S 0.69 -1.01 0.66
N 0.43 0.79 -0.21
N -0.68 -1.00 1.68
N 0.10 0.74 -1.53
H 1.32 1.13 -0.08
H -1.44 -0.94 1.03
H -0.63 0.00 -1.57
H 0.82 0.47 -2.18
H -0.60 -0.18 2.19
*
```



*x*
H5N3S | wB97M-V/def2-TZVPD

Output
* orbital gap (alpha / beta): 7.9 / 7.9 eV

```
! RIJCOSX wB97M-V def2-TZVPD def2/J DEFGRID3
* xyz 0 1
S -2.10 0.56 -0.20
N 0.23 1.57 0.23
N -0.61 0.56 0.34
N -2.55 -0.85 0.16
H 0.81 1.96 0.98
H -0.08 2.34 -0.38
H -3.48 -1.21 0.00
H 1.15 -1.17 0.34
H 1.83 -1.65 0.59
*
```



Most stable = *w*



*w*
C2H8N2S | wB97M-V/def2-TZVPD

Output
* orbital gap: 7.5 eV

```
! RIJCOSX wB97M-V def2-TZVPD def2/J DEFGRID3
* xyz 0 1
S -1.85 -0.21 0.12
N 1.02 -0.70 0.65
N 0.90 1.61 1.07
C -1.72 -0.80 -1.61
C 1.57 0.46 0.97
H 1.69 -1.45 0.62
H -2.64 -0.44 -2.08
H -0.17 -0.73 0.30
H 1.29 2.42 1.58
H 2.65 0.43 1.31
H -1.70 -1.91 -1.76
H -0.90 -0.29 -2.13
H -0.15 1.60 0.95
*
```



*x*
C2H8N2S | wB97M-V/def2-TZVPD

Output
* orbital gap: 9.8 eV
* SMILES: [H]/N=C/N.CS

```
! RIJCOSX wB97M-V def2-TZVPD def2/J DEFGRID3
* xyz 0 1
S 1.81 -1.65 -2.32
N -2.33 3.27 2.58
N -1.25 1.25 2.72
C 0.75 -3.07 -2.66
C -1.28 2.58 2.40
H -0.37 0.84 2.99
H -0.39 3.01 1.95
H -2.02 0.96 3.29
H 1.70 -1.65 -1.00
H 0.19 -3.33 -1.75
H 1.31 -3.94 -2.98
H -2.16 4.21 2.23
H 0.00 -2.75 -3.37
*
```



*y*
C2H8N2S | wB97M-V/def2-TZVPD

Output
* orbital gap: 9.6 eV
* SMILES: CCNSN

```
! RIJCOSX wB97M-V def2-TZVPD def2/J DEFGRID3
* xyz 0 1
S -0.64 0.74 1.45
N -1.87 1.77 0.72
N 0.27 0.77 0.08
C 1.29 -1.58 -0.29
C 0.34 -0.49 -0.84
H -2.80 1.48 0.48
H -0.68 -0.80 -0.87
H -2.07 2.58 1.42
H 2.35 -1.76 -0.67
H 0.80 -2.49 -0.62
H 0.57 -0.03 -1.82
H 1.41 -1.58 0.74
H 1.03 1.39 0.23
*
```



Most stable = *x*



*w*
C2H8N2S | wB97M-V/def2-TZVPD

Output
* orbital gap: 9.8 eV
* SMILES: [H]/N=C/N.CS

```
! RIJCOSX wB97M-V def2-TZVPD def2/J DEFGRID3
* xyz 0 1
S -2.51 0.40 -2.43
N 2.78 -0.53 2.26
N 2.10 1.12 0.73
C 2.42 -0.16 1.08
C -2.99 -0.12 -0.75
H -2.59 -1.10 -0.49
H 1.47 1.19 -0.06
H 2.64 1.95 0.86
H -4.07 -0.18 -0.70
H 2.10 -0.93 0.36
H -1.93 -0.76 -2.84
H -2.55 0.59 -0.05
H 3.14 -1.47 2.04
*
```



*x*
C2H8N2S | wB97M-V/def2-TZVPD

Output
* orbital gap (alpha / beta): 8.5 / 7.7 eV

```
! RIJCOSX wB97M-V def2-TZVPD def2/J DEFGRID3
* xyz 0 1
S 2.14 -0.33 0.43
N 1.16 1.92 0.94
N 0.96 0.74 0.22
C -1.03 -1.34 -0.90
C -1.16 -0.21 0.12
H 0.01 -1.45 -0.96
H -1.27 -0.52 1.07
H -1.64 -2.26 -0.49
H -1.62 0.68 -0.22
H 0.43 2.60 0.63
H 1.04 1.92 1.90
H -1.50 -1.23 -1.88
H 2.50 -0.53 -0.84
*
```



Most stable = *w*



*w*
C26H23N9NiO3S | wB97M-V/def2-TZVPD

Output
* orbital gap (alpha / beta): 6.4 / 6.4 eV
* <S²>: 2.011

```
! RIJCOSX wB97M-V def2-TZVPD def2/J DEFGRID3
* xyz 0 3
Ni -0.12 0.57 -1.05
S -2.14 -1.24 1.54
O 5.89 -2.77 1.84
O 6.68 -0.88 2.66
O 0.06 1.53 -2.93
N 0.69 0.75 0.89
N -4.46 -0.80 0.24
N 1.26 -0.85 -1.63
N -2.67 -0.97 -1.10
N -1.54 1.78 -0.13
N 0.67 2.27 -2.08
N 2.63 2.93 -4.85
N -1.31 -1.04 -1.22
N 2.96 4.21 -0.56
C -3.58 2.97 0.07
C -5.25 -0.75 1.45
C -1.25 2.07 1.14
C 1.51 -3.18 -2.03
C 0.72 -2.08 -1.72
C -0.74 -2.16 -1.48
C 3.25 -1.72 1.78
C 2.22 2.96 -3.78
C -2.09 2.83 1.93
C -2.67 2.21 -0.66
C 2.56 -0.68 -1.85
C 2.39 3.67 -1.40
C 2.02 -1.16 1.50
C -3.11 -1.00 0.14
C 2.87 -3.00 -2.24
C -3.28 3.29 1.38
C 3.41 -1.73 -2.16
C -1.46 -3.46 -1.57
C 1.72 2.96 -2.44
C 1.93 0.22 1.30
C 5.70 -1.62 2.10
C 4.39 -0.93 1.86
C 4.29 0.44 1.65
C 0.01 1.51 1.64
C -6.09 0.51 1.52
C 3.06 1.02 1.36
H 6.35 -0.01 2.92
H -6.67 0.54 2.44
H 3.35 -2.79 1.93
H 1.12 -1.76 1.44
H -3.97 3.87 1.97
H -2.86 1.92 -1.69
H 3.49 -3.85 -2.48
H -1.69 -3.71 -2.61
H -2.40 -3.40 -1.02
H -0.86 -4.26 -1.15
H 2.99 2.08 1.15
H 4.46 -1.55 -2.33
H -5.89 -1.63 1.51
H -6.79 0.57 0.69
H -4.49 3.31 -0.40
H 5.17 1.08 1.66
H 2.93 0.34 -1.77
H 0.33 1.76 2.66
H -5.45 1.40 1.48
H 1.07 -4.16 -2.09
H -4.55 -0.80 2.28
H -1.83 3.03 2.96
H -4.92 -0.66 -0.65
*
```



*x*
C26H23N9NiO3S | wB97M-V/def2-TZVPD

Output
* orbital gap (alpha / beta): 6.7 / 6.7 eV
* <S²>: 2.007

```
! RIJCOSX wB97M-V def2-TZVPD def2/J DEFGRID3
* xyz 0 3
Ni -0.03 0.40 0.88
S 1.42 -0.28 2.68
O -5.27 -0.98 6.97
O -0.04 -1.61 0.29
O -3.19 -1.31 7.62
N 1.78 1.07 0.27
N 3.59 -1.48 1.65
N -2.50 -3.74 -0.40
N 2.83 0.25 0.41
N -0.27 2.54 0.79
N -1.14 0.51 -1.02
N 0.34 -1.88 -0.90
N 0.19 -3.39 -3.96
N -2.05 -0.08 1.46
C -2.51 -0.35 -3.27
C -1.57 4.53 0.62
C -2.79 -0.36 0.47
C -3.75 0.25 3.17
C -3.04 -0.55 -2.00
C -1.29 0.28 -3.39
C -2.55 -0.31 2.77
C -1.35 3.24 1.08
C 4.50 -1.68 3.95
C -0.04 -3.12 -2.86
C -2.32 -0.11 -0.91
C -2.28 -1.32 4.92
C 0.69 3.08 0.01
C -4.22 0.02 4.45
C -0.63 0.69 -2.23
C -3.50 -0.78 5.33
C -1.53 -3.37 -0.90
C -1.80 -1.10 3.64
C 2.67 -0.52 1.48
C -3.94 -1.04 6.73
C -0.36 -2.81 -1.51
C 0.54 4.37 -0.50
C -0.60 5.10 -0.19
C 1.90 2.26 -0.18
C 3.21 2.80 -0.66
C 3.73 -2.34 2.81
H 4.30 -1.51 0.93
H -5.15 0.50 4.76
H 2.74 -2.62 3.14
H 3.70 2.07 -1.29
H 4.24 -3.24 2.48
H 3.98 -0.78 4.28
H -4.30 0.89 2.49
H -2.08 2.75 1.72
H 3.11 3.74 -1.20
H -3.98 -1.07 -1.85
H -0.86 -1.52 3.31
H 5.51 -1.40 3.63
H 1.31 4.80 -1.13
H -3.77 -0.81 0.60
H -3.04 -0.71 -4.14
H -2.46 5.07 0.90
H 0.34 1.16 -2.28
H -5.76 -0.91 6.14
H 4.58 -2.36 4.80
H -0.73 6.10 -0.59
H -1.72 -1.92 5.62
H 3.87 2.97 0.20
H -0.83 0.43 -4.35
*
```



Most stable = *x*